{"formula": "C2H6ClNOS", "method": "the ωB97M-V functional and the def2-TZVPD basis", "charge": 0, "homo_ha": [-0.345, -0.345], "mol_weight_g_mol": 127.6, "e_above_lowest_kcal_mol": 8.6, "species": ["C", "C", "N", "O", "S", "Cl", "H", "H", "H", "H", "H", "H"], "coordinates": [[0.08409, -0.46580, 1.24971], [0.06611, 1.02371, -0.87879], [0.69592, 0.36350, 0.25476], [2.72107, 1.75349, -0.34247], [2.34710, 0.67118, 0.54957], [3.05989, -1.36883, -0.30615], [0.82343, -0.89540, 1.84938], [-0.46945, 0.25221, 1.89507], [-0.62425, -1.19563, 0.88669], [-0.59873, 0.34447, -1.48755], [-0.50485, 1.89104, -0.45662], [0.68248, 1.37517, -1.68582]], "nbo_charge": [-0.41, -0.44, -0.62, -0.87, 1.50, -0.46, 0.22, 0.19, 0.22, 0.21, 0.20, 0.25]}

***

{"formula": "C13H18ClMnN4O13P3", "method": "the ωB97M-V functional and the def2-TZVPD basis", "charge": 0, "multiplicity": 6, "homo_ha": [-0.345, -0.357], "s2": 8.75, "mol_weight_g_mol": 621.6, "species": ["Mn", "O", "P", "O", "O", "O", "P", "O", "O", "O", "H", "H", "O", "C", "O", "C", "C", "Cl", "N", "N", "C", "C", "O", "O", "C", "C", "C", "C", "C", "C", "H", "H", "H", "H", "H", "H", "N", "C", "P", "O", "O", "C", "N", "H", "H", "H", "H", "H", "H", "H", "H", "H", "H"], "coordinates": [[-0.45235, 1.19814, 0.78064], [-2.01865, 4.93123, -0.12045], [-0.92394, 3.80221, 0.00318], [0.38071, 4.34538, -0.48123], [-1.38031, 2.48772, -0.59656], [-0.74737, 3.51922, 1.60947], [-1.89540, 2.80832, 2.58099], [-3.21995, 3.09418, 1.65863], [-2.01224, 3.47550, 3.87304], [-1.59461, 1.31796, 2.47330], [-2.85632, 4.63040, 0.29274], [-4.00300, 2.99992, 2.23150], [3.79107, -1.99705, 3.36622], [2.75073, -2.79494, 3.23895], [2.69829, -3.87657, 3.76612], [1.61602, -2.29060, 2.39803], [0.50337, -3.02084, 2.04845], [0.09002, -4.58050, 2.56447], [-0.29313, -2.24657, 1.25644], [0.27820, -1.03112, 1.09246], [1.40830, -1.04748, 1.76645], [2.25884, 0.19342, 1.69940], [3.41716, 0.15575, 2.10239], [1.68988, 1.21185, 1.17296], [-1.45420, -2.59167, 0.47413], [-2.36577, -1.60393, 0.10383], [-3.44259, -1.90076, -0.71171], [-3.64120, -3.19691, -1.16440], [-2.75520, -4.18689, -0.77598], [-1.66650, -3.89439, 0.03475], [3.69719, -1.14898, 2.85190], [-2.27859, -0.61855, 0.48696], [-4.14033, -1.11366, -0.97405], [-4.48629, -3.43368, -1.79910], [-2.90447, -5.20817, -1.10576], [-0.98232, -4.68177, 0.29973], [0.18259, -0.99207, -3.20332], [1.28508, -0.04924, -3.59877], [1.86574, 0.53623, -1.91948], [2.94273, -0.32615, -1.40065], [0.46580, 0.49384, -1.28292], [2.36492, 2.28714, -2.11879], [2.53707, 2.98531, -0.81007], [0.56225, -1.88375, -2.89778], [-0.52657, -1.15006, -3.90490], [-0.15098, -0.46156, -2.22261], [0.84966, 0.76324, -4.17840], [2.06828, -0.54162, -4.16686], [1.59989, 2.81109, -2.69187], [3.29867, 2.29143, -2.67566], [3.37592, 3.55009, -0.78470], [2.53885, 2.35133, 0.01797], [1.67506, 3.62859, -0.65909]], "mulliken_spin": [4.70, 0.00, 0.01, 0.00, 0.06, 0.02, -0.01, 0.00, 0.00, 0.06, 0.00, 0.00, 0.00, 0.00, 0.00, 0.01, -0.02, 0.00, 0.00, 0.03, 0.03, -0.02, 0.00, 0.05, 0.00, 0.05, 0.01, 0.00, 0.00, 0.00, 0.00, -0.02, 0.00, 0.00, 0.00, 0.00, 0.00, 0.00, 0.01, 0.00, 0.00, 0.00, 0.00, 0.00, 0.00, 0.00, 0.00, 0.00, 0.00, 0.00, 0.00, 0.00, 0.00]}

***

{"formula": "C19H20BF4N4Re", "method": "the ωB97M-V functional and the def2-TZVPD basis", "charge": 3, "multiplicity": 4, "homo_ha": [-0.709, -0.709], "s2": 3.77, "mol_weight_g_mol": 577.4, "e_above_lowest_kcal_mol": 0.0, "species": ["Re", "C", "C", "C", "C", "C", "C", "C", "N", "N", "C", "C", "C", "C", "C", "C", "N", "C", "C", "C", "C", "C", "C", "N", "H", "H", "H", "H", "H", "H", "H", "H", "H", "H", "H", "H", "H", "H", "H", "H", "H", "H", "H", "H", "F", "B", "F", "F", "F"], "coordinates": [[-0.03421, 0.05003, 0.24360], [-0.96056, -2.08066, -1.67998], [-1.91632, -2.40862, -0.53683], [-2.75410, -1.23763, -0.09055], [-4.12549, -1.34412, 0.05896], [-4.86901, -0.24125, 0.44829], [-4.22511, 0.97253, 0.66110], [-2.86318, 1.02714, 0.49316], [-2.13391, -0.05489, 0.13553], [0.29793, -1.34142, -1.27542], [0.87970, -0.65335, -2.48607], [0.40042, 0.76686, -2.58302], [0.38274, 1.47865, -3.76486], [0.04254, 2.82556, -3.73350], [-0.27048, 3.42459, -2.51802], [-0.25332, 2.65564, -1.37615], [0.07204, 1.34533, -1.40387], [1.32953, -2.28469, -0.71123], [2.42766, -1.47218, -0.06853], [3.71913, -1.92446, 0.09778], [4.63982, -1.09673, 0.73240], [4.24937, 0.16559, 1.16076], [2.94663, 0.56527, 0.95404], [2.05194, -0.24291, 0.35460], [-1.46218, -1.45718, -2.42228], [-0.62985, -2.99669, -2.17431], [-1.39843, -2.84677, 0.32044], [-2.58715, -3.18496, -0.90658], [-4.60790, -2.29258, -0.13290], [-5.94106, -0.32350, 0.57536], [-4.76899, 1.85875, 0.95493], [-2.32273, 1.95187, 0.65274], [0.62832, -1.23356, -3.37555], [1.96803, -0.65349, -2.38772], [0.64320, 0.99378, -4.69569], [0.02802, 3.40327, -4.64859], [-0.52591, 4.47288, -2.45618], [-0.49049, 3.08104, -0.40871], [1.70876, -2.91234, -1.52078], [0.84461, -2.92729, 0.02697], [4.00707, -2.90311, -0.26149], [5.65780, -1.43317, 0.88262], [4.94618, 0.83508, 1.64526], [2.59612, 1.54085, 1.26458], [-0.13583, -1.23569, 1.65770], [-0.16071, 0.62450, 3.33170], [1.00464, 0.42123, 3.83552], [-1.31742, 0.33952, 3.80803], [-0.16350, 1.27820, 2.06842]], "mulliken_spin": [2.85, -0.02, 0.10, -0.02, 0.00, 0.02, -0.01, 0.00, -0.03, -0.11, 0.02, 0.04, 0.01, 0.02, -0.03, -0.01, -0.04, 0.07, 0.01, 0.00, 0.02, -0.01, -0.01, -0.05, -0.01, 0.00, 0.00, 0.00, 0.00, 0.00, 0.00, 0.01, 0.00, 0.00, 0.00, 0.00, 0.00, 0.01, 0.00, -0.01, 0.00, 0.00, 0.00, 0.02, 0.11, 0.02, 0.00, 0.00, 0.02]}

***

{"formula": "C9H20ClGdScSi", "method": "the ωB97M-V functional and the def2-TZVPD basis", "charge": -1, "multiplicity": 8, "homo_ha": [-0.197, -0.090], "s2": 16.76, "mol_weight_g_mol": 394.0, "e_above_lowest_kcal_mol": 38.0, "species": ["Gd", "Cl", "C", "H", "H", "H", "Sc", "C", "C", "C", "H", "H", "H", "H", "H", "H", "H", "H", "C", "Si", "C", "C", "C", "C", "H", "H", "H", "H", "H", "H", "H", "H", "H"], "coordinates": [[-1.17382, -0.49245, -0.46310], [1.40088, -0.89799, -0.40938], [-1.33663, 1.39518, -1.70011], [-2.37460, 1.77235, -1.65180], [-1.10435, 1.11117, -2.73456], [-0.64726, 2.18416, -1.39382], [2.23762, -2.24576, -2.28451], [3.50418, -1.16103, -3.69974], [3.67062, -3.52666, -1.26903], [0.57927, -3.20923, -3.14407], [3.22092, -3.90240, -0.34406], [4.02584, -4.35970, -1.89638], [4.53869, -2.90048, -0.99683], [2.97778, -0.29948, -4.11482], [4.40228, -0.80228, -3.18140], [3.82413, -1.83433, -4.50937], [0.08056, -2.91499, -4.09611], [0.13486, -4.17050, -2.79814], [-3.71065, 1.38019, 4.80658], [-2.56177, 2.41931, 3.75131], [-3.49985, 3.77528, 2.87018], [-1.31141, 3.26341, 4.86750], [-1.85332, 1.29945, 2.47847], [-1.49306, 0.53556, 1.56072], [-4.22688, 1.96394, 5.58261], [-3.14497, 0.57139, 5.28722], [-4.45965, 0.91017, 4.15668], [-4.09021, 4.39105, 3.55860], [-2.81541, 4.42973, 2.31971], [-4.17836, 3.33247, 2.13328], [-0.63268, 2.54536, 5.34390], [-0.69255, 3.97891, 4.31009], [-1.83530, 3.81514, 5.66327]], "mulliken_spin": [6.29, 0.04, 0.01, 0.01, 0.01, -0.03, 0.09, 0.01, 0.01, 0.81, 0.00, 0.00, 0.00, 0.00, 0.00, 0.00, 0.03, 0.02, 0.00, -0.01, 0.00, 0.00, 0.04, -0.32, 0.00, 0.00, 0.00, 0.00, 0.00, 0.00, 0.00, 0.00, 0.00]}

***

{"formula": "C6H9N", "method": "the ωB97M-V functional and the def2-TZVPD basis", "charge": 0, "homo_ha": -0.407, "smiles": "CC1(C#N)CCC1", "mol_weight_g_mol": 95.1, "e_above_lowest_kcal_mol": 23.2, "species": ["C", "C", "C", "C", "C", "C", "N", "H", "H", "H", "H", "H", "H", "H", "H", "H"], "coordinates": [[0.15097, -0.17813, 1.88823], [-0.09769, 0.21201, 0.43637], [1.04581, 0.32531, -0.62194], [0.05615, -0.24637, -1.65811], [-0.73857, -0.85268, -0.49003], [-0.84706, 1.47331, 0.34249], [-1.38157, 2.49359, 0.23180], [-0.80991, -0.34019, 2.38913], [0.69822, 0.59264, 2.43815], [0.71853, -1.11333, 1.93735], [1.87601, -0.36329, -0.41235], [1.42740, 1.32945, -0.80765], [-0.51041, 0.53709, -2.17568], [0.45951, -0.92679, -2.40074], [-1.82624, -0.91992, -0.54900], [-0.33224, -1.82932, -0.20803]], "nbo_charge": [-0.59, -0.15, -0.38, -0.40, -0.38, 0.29, -0.34, 0.22, 0.22, 0.21, 0.21, 0.22, 0.22, 0.21, 0.22, 0.21]}

***

{"formula": "CH16LiO11", "method": "the ωB97M-V functional and the def2-TZVPD basis", "charge": -1, "homo_ha": -0.134, "mol_weight_g_mol": 211.1, "e_above_lowest_kcal_mol": 0.0, "species": ["Li", "C", "O", "O", "O", "O", "H", "H", "O", "H", "H", "O", "H", "H", "O", "H", "H", "O", "H", "H", "O", "H", "H", "O", "H", "H", "O", "H", "H"], "coordinates": [[-0.45614, 0.04570, -0.01179], [0.35724, -2.10490, -0.73134], [0.55242, -1.64731, 0.55349], [-0.10110, -1.24764, -1.56408], [0.80404, -3.26330, -0.96738], [0.16079, 2.99315, 1.73367], [0.38659, 2.47654, 0.97190], [-0.72923, 3.30309, 1.72209], [1.02527, 1.34636, -0.36238], [1.90387, 0.98408, -0.30847], [0.83230, 1.73132, -1.16650], [-1.04456, 0.19724, 1.99268], [-1.48781, -0.51549, 2.42488], [-1.08833, 0.95547, 2.61465], [-2.28067, 0.92467, -0.75890], [-2.82700, 0.78268, -1.56246], [-2.91719, 1.12502, -0.08938], [-2.58993, -2.15617, -0.19747], [-1.92221, -2.43247, -0.80587], [-2.41442, -2.58647, 0.65526], [3.19935, -0.72772, -0.29448], [3.12831, -0.53395, -1.25216], [2.32939, -1.04922, -0.05870], [1.86696, -0.48191, 2.51455], [1.33405, -0.96187, 1.88636], [1.55137, 0.37395, 2.33514], [0.03911, 1.14002, -2.86874], [0.48680, 1.13387, -3.68432], [-0.09928, 0.19525, -2.72026]], "nbo_charge": [0.87, 0.92, -1.04, -0.96, -0.79, -0.98, 0.50, 0.46, -1.00, 0.52, 0.51, -0.95, 0.49, 0.48, -0.94, 0.49, 0.47, -0.97, 0.50, 0.47, -0.97, 0.45, 0.51, -0.98, 0.51, 0.44, -0.99, 0.46, 0.53]}

***

Question: What is the charge in the fourth record?
Answer: -1

***

Question: Number 5 is which compound?
Answer: C6H9N